No. 1
Here is an isolated molecule of C4H11NOS in a non-equilibrium geometry from the Open Molecules 2025 dataset. Energies are from wB97M-V/def2-TZVPD.

As for the highest occupied orbital energy: -8.53 eV. Its SMILES is OCNCCCS. For the lowest unoccupied orbital energy, the calculation gives 0.9 eV. Its orbital gap is 9.4 eV. The total energy comes out at -687.11687 Ha. The multiplicity is 1. The energy relative to the best compared isomer or geometry (same formula, charge and spin) comes out at 242.8 kJ/mol.

Each line ends with the natural charge from an NBO analysis.
Geometry (Å):
O -2.46 0.57 -2.54  -0.766
C -1.90 -0.47 -1.69  0.089
N -1.10 0.17 -0.64  -0.691
C 0.34 0.67 -0.87  -0.221
C 1.32 -0.41 -0.24  -0.432
C 1.97 0.03 1.06  -0.527
S 0.92 -0.22 2.51  -0.045
H -1.95 1.34 -2.57  0.463
H -1.26 -1.06 -2.35  0.154
H -2.81 -1.04 -1.43  0.189
H -1.74 0.67 0.01  0.386
H 0.52 1.52 -0.21  0.205
H 0.53 0.71 -1.90  0.199
H 0.78 -1.39 -0.31  0.229
H 2.26 -0.62 -0.81  0.202
H 2.82 -0.77 1.23  0.224
H 2.33 1.09 1.04  0.233
H 0.87 -1.51 2.49  0.109

***

No. 2
Here is a cluster of 2 separate species, C4H11NOS in total in a non-equilibrium geometry from the Open Molecules 2025 dataset. Energies are from wB97M-V/def2-TZVPD.

As for the highest occupied orbital energy: -8.67 eV. Its SMILES is C=C(C)C.NSO. For the lowest unoccupied orbital energy, the calculation gives 0.7 eV. Its orbital gap is 9.4 eV. The total energy comes out at -687.09347 Ha. The multiplicity is 1. The energy relative to the best compared isomer or geometry (same formula, charge and spin) comes out at 304.2 kJ/mol.

Each line ends with the natural charge from an NBO analysis.
Geometry (Å):
C -2.18 -0.86 1.05  -0.397
C -1.38 -0.73 0.01  -0.009
C -0.90 -1.99 -0.63  -0.605
C -0.91 0.50 -0.49  -0.645
H -2.63 -0.06 1.57  0.188
H -2.33 -1.85 1.47  0.186
H -1.08 -2.10 -1.60  0.207
H 0.26 -2.14 -0.49  0.192
H -1.37 -2.81 -0.19  0.210
H 0.16 0.32 -0.90  0.244
H -0.84 1.40 0.29  0.196
H -1.50 1.00 -1.26  0.229
N 3.26 0.97 0.72  -1.006
S 3.05 2.18 -0.35  0.658
O 1.46 2.11 -0.80  -0.910
H 3.04 1.25 1.65  0.386
H 3.09 0.06 0.35  0.389
H 0.79 2.76 -0.42  0.488

***

No. 3
Here is a cluster of 2 separate species, C4H11NOS in total in a non-equilibrium geometry from the Open Molecules 2025 dataset. Energies are from wB97M-V/def2-TZVPD.

As for the highest occupied orbital energy: -9.03 eV. Its SMILES is C=NC(C)C.OS. For the lowest unoccupied orbital energy, the calculation gives 0.8 eV. Its orbital gap is 9.8 eV. The total energy comes out at -687.08504 Ha. The multiplicity is 1. The energy relative to the best compared isomer or geometry (same formula, charge and spin) comes out at 326.3 kJ/mol.

Each line ends with the natural charge from an NBO analysis.
Geometry (Å):
C 0.00 -1.11 -1.64  -0.045
N -0.04 -0.38 -0.63  -0.403
C -1.00 -0.61 0.45  -0.096
C -1.68 0.71 0.56  -0.601
C -0.29 -0.93 1.76  -0.618
H 0.60 -1.20 -2.46  0.178
H -0.48 -2.12 -1.57  0.111
H -1.62 -1.50 0.16  0.176
H -2.34 0.68 1.51  0.203
H -1.00 1.52 0.66  0.224
H -2.44 0.81 -0.24  0.219
H -0.25 0.10 2.29  0.213
H 0.69 -1.39 1.73  0.224
H -0.93 -1.73 2.30  0.219
O 2.29 2.32 -0.71  -0.862
S 3.65 1.55 -1.30  0.283
H 1.66 1.59 -0.39  0.502
H 3.18 1.69 -2.48  0.074